DFT (ωB97M-V with the def2-TZVPD basis set) results for a molecular structure, C47H48F2LaN15O4S2 at a distorted geometry.

Output
Relative energy (zero: lowest compared OMol25 entry of this formula, charge and spin) ... 0.0 kcal/mol
Electronic energy ... -3969.88960 Eh
Gap between HOMO and LUMO ... 0.1827 Ha

XYZ file:
```
119
Properties=species:S:1:pos:R:3:lowdin_charge:R:1
La 0.311 1.034 -1.170 1.96
C 1.437 -0.121 -5.913 -0.09
C 0.718 -1.292 -6.119 -0.10
C -0.245 -1.664 -5.182 -0.06
C -0.481 -0.839 -4.069 -0.27
C 0.381 0.183 -3.746 -0.24
C 1.320 0.572 -4.696 -0.13
C -1.641 -1.141 -3.166 -0.21
C -2.484 -2.267 -3.360 -0.01
C -3.691 -2.392 -2.683 -0.01
C -4.048 -1.434 -1.743 -0.16
C -5.300 -1.363 -1.138 -0.03
C -5.499 -0.511 -0.055 -0.07
C -4.535 0.430 0.330 -0.08
C -3.315 0.448 -0.301 -0.05
C -3.002 -0.463 -1.324 -0.17
N -1.801 -0.398 -2.046 0.03
H 2.086 0.287 -6.648 0.08
H 0.771 -1.919 -7.011 0.10
H -0.867 -2.533 -5.444 0.10
H 1.954 1.401 -4.504 0.06
H -2.239 -3.019 -4.096 0.09
H -4.339 -3.209 -2.935 0.12
H -6.068 -2.073 -1.412 0.11
H -6.461 -0.495 0.447 0.10
H -4.837 1.204 1.056 0.04
H -2.613 1.272 -0.014 0.10
N -2.822 4.440 -2.406 0.11
C -3.070 3.710 -3.558 -0.06
C -2.282 2.593 -3.498 -0.11
N -1.521 2.650 -2.375 0.02
C -1.886 3.762 -1.698 -0.27
C -1.176 4.224 -0.541 -0.25
N -0.326 3.424 0.166 0.04
C 0.153 4.218 1.219 -0.08
C -0.309 5.524 1.057 -0.07
N -1.176 5.493 -0.015 0.10
H -3.339 5.255 -2.063 0.17
H -3.721 4.075 -4.338 0.11
H -2.279 1.801 -4.229 0.11
H 0.875 3.814 1.909 0.09
H -0.146 6.429 1.654 0.12
H -1.690 6.284 -0.370 0.15
C -3.380 5.942 3.916 -0.05
N -3.386 4.559 4.482 -0.16
C -2.730 4.203 5.734 -0.14
C -3.104 2.709 5.929 -0.12
N -3.871 2.399 4.693 0.00
C -4.043 3.479 3.894 -0.82
S -5.093 3.458 2.570 0.56
H -2.342 6.206 3.615 0.08
H -3.750 6.727 4.672 0.11
H -4.068 5.908 3.096 0.02
H -3.009 4.831 6.600 0.12
H -1.620 4.238 5.635 0.12
H -3.684 2.460 6.795 0.10
H -2.150 2.095 5.898 0.13
H -4.174 1.449 4.452 0.15
N 2.175 -8.746 -0.439 0.10
C 1.081 -8.455 -1.228 -0.81
S 0.120 -9.523 -2.039 0.69
C 0.810 -7.024 -1.325 -0.23
C 1.611 -6.051 -0.693 -0.01
C 1.094 -4.740 -0.592 -0.16
N -0.035 -4.315 -1.145 0.08
C -0.724 -5.241 -1.852 -0.14
C -0.356 -6.536 -2.007 -0.04
H 2.380 -9.720 -0.361 0.09
H 2.407 -8.160 0.340 0.07
H 2.609 -6.293 -0.289 0.11
H 1.726 -3.965 -0.167 0.10
H -1.650 -4.898 -2.225 0.08
H -0.928 -7.206 -2.624 0.07
O 2.593 -6.242 2.160 -0.08
C 2.793 -5.059 2.928 -0.25
N 1.746 -4.103 2.667 0.07
C 1.807 -2.956 3.533 -0.40
O 2.539 -2.996 4.531 -0.01
C 1.256 -1.635 3.077 -0.11
C 1.904 -0.587 3.709 -0.05
C 1.873 0.600 3.046 -0.12
C 1.152 0.769 1.848 -0.28
N 0.337 -0.114 1.352 -0.07
C 0.175 -1.427 2.034 -0.23
H 1.652 -6.449 2.225 0.09
H 3.770 -4.689 2.586 0.13
H 2.689 -5.246 4.010 0.13
H 1.157 -4.145 1.868 0.07
H 2.454 -0.691 4.622 0.11
H 2.496 1.443 3.280 0.07
H 1.362 1.695 1.305 0.02
H 0.260 -2.156 1.216 0.11
C 5.448 5.123 0.777 -0.03
N 4.578 4.307 -0.037 -0.07
C 4.650 4.473 -1.386 -0.05
C 3.771 3.770 -2.190 0.02
C 2.732 2.961 -1.535 -0.44
O 1.736 2.377 -2.229 -0.36
N 2.805 2.761 -0.226 0.15
C 3.578 3.569 0.617 -0.49
O 3.417 3.587 1.818 0.05
H 5.096 6.152 0.767 0.09
H 6.463 5.125 0.394 0.09
H 5.431 4.667 1.811 0.11
H 5.429 5.096 -1.736 0.11
H 3.872 3.758 -3.296 0.11
F -1.793 -0.792 3.484 0.01
C -1.334 -1.608 2.453 -0.27
F -1.554 -2.917 2.902 0.01
H -1.930 -1.369 1.548 0.13
N 2.419 -1.627 -2.411 0.01
C 3.620 -2.262 -2.414 -0.08
C 4.374 -1.756 -1.341 -0.07
C 3.575 -0.743 -0.777 -0.11
N 2.327 -0.691 -1.401 -0.06
H 1.654 -1.713 -3.056 0.11
H 3.855 -3.076 -3.073 0.11
H 5.290 -2.190 -0.879 0.11
H 3.757 -0.179 0.112 0.10
```